1.
Molecular formula: C22H21FN4O2
Method: DFT, the ωB97M-V functional and the def2-TZVPD basis

```
50
Properties=species:S:1:pos:R:3:forces:R:3:nbo_charge:R:1
O 0.1462 3.8473 -0.3211 0.0581 0.0680 -0.0850 -0.544
C -0.5373 2.9274 0.0266 -0.3104 0.3301 0.1001 0.712
C -2.0411 2.8713 0.1187 -0.0464 0.0009 0.0538 -0.510
C -2.3792 1.5391 0.7980 -0.2958 0.1921 0.0316 -0.128
N -3.3231 0.7668 0.0267 0.1479 -0.0507 0.2423 -0.446
C -2.8620 0.3345 -1.2942 -0.1877 0.2272 -0.4069 -0.240
C -3.1876 -1.1284 -1.5898 0.1864 0.0041 0.1155 -0.396
C -2.7326 -2.0339 -0.4420 -0.1485 -0.0343 -0.1061 -0.271
C -1.2383 -2.0640 -0.3872 -0.0155 -0.2384 -0.0278 0.425
N -0.4488 -1.5537 -1.2872 -0.3672 0.2068 -0.3737 -0.505
C 0.8291 -1.8460 -0.8817 0.1897 -0.4304 0.6745 0.073
C 2.0509 -1.5607 -1.4770 -0.0789 -0.1345 0.0729 -0.202
C 3.1911 -1.9895 -0.8302 0.0996 -0.0282 -0.1427 -0.232
C 3.1327 -2.6797 0.3810 0.0380 -0.1034 0.0793 -0.217
C 1.9280 -2.9824 0.9842 -0.0312 -0.0831 0.1379 -0.263
C 0.7795 -2.5645 0.3354 0.3831 0.2378 -0.4917 0.172
N -0.5557 -2.7076 0.6084 -0.1595 -0.1520 -0.0408 -0.553
C -3.3627 -1.5805 0.8958 -0.1891 0.0510 0.1075 -0.435
C -4.0863 -0.2363 0.7319 -0.0386 -0.2350 0.1773 -0.203
C -1.0032 0.8950 1.0480 -0.3113 0.0276 0.0871 0.709
O -0.7758 -0.1197 1.6561 0.0160 0.0349 0.0904 -0.591
N -0.0419 1.7091 0.4910 0.4929 -0.1323 -0.1738 -0.494
C 1.3415 1.4091 0.4786 0.2736 0.0362 -0.1537 0.037
C 1.9944 0.9652 1.6196 0.0015 0.0251 -0.0935 -0.173
C 3.3533 0.7107 1.5865 0.0365 0.0191 0.0775 -0.220
C 4.0758 0.9175 0.4244 -0.0710 0.0933 -0.0131 -0.182
C 3.4358 1.3468 -0.7242 -0.1491 0.1612 -0.0050 -0.296
C 2.0731 1.5709 -0.6947 0.0855 0.0058 0.1697 0.477
F 1.4461 1.9281 -1.8276 0.0287 -0.1075 0.1268 -0.320
H -2.4053 3.7391 0.6679 0.0491 -0.0117 -0.0336 0.247
H -2.4608 2.9192 -0.8856 0.0249 0.0054 -0.0025 0.255
H -2.8322 1.7083 1.7823 0.1314 -0.0163 -0.0948 0.227
H -3.3443 0.9634 -2.0550 0.1760 -0.0767 -0.0570 0.191
H -1.7794 0.4575 -1.3855 -0.0591 0.0318 -0.0501 0.215
H -4.2580 -1.2572 -1.7542 0.0022 -0.0324 -0.0273 0.204
H -2.6600 -1.4159 -2.4984 -0.0920 0.0326 -0.0523 0.244
H -3.0587 -3.0594 -0.6607 0.0491 0.1108 0.0248 0.229
H 2.0927 -1.0294 -2.4143 -0.0015 0.0926 -0.1193 0.222
H 4.1576 -1.7898 -1.2691 0.0813 0.0386 -0.0303 0.210
H 4.0534 -2.9895 0.8531 0.0720 -0.0291 0.0510 0.210
H 1.8838 -3.5232 1.9179 0.0383 -0.0575 0.0943 0.211
H -0.9514 -3.1172 1.4369 -0.0183 0.1028 -0.0579 0.418
H -2.5864 -1.4654 1.6517 -0.0970 -0.0402 0.0234 0.231
H -4.0794 -2.3216 1.2538 -0.0233 -0.0344 0.0135 0.208
H -5.0161 -0.3827 0.1737 -0.0258 -0.0452 0.1469 0.191
H -4.3551 0.1570 1.7152 -0.0621 0.0002 -0.0562 0.204
H 1.4297 0.8177 2.5260 -0.0582 -0.0067 0.0528 0.232
H 3.8499 0.3600 2.4777 0.0429 -0.0366 0.0843 0.218
H 5.1392 0.7360 0.4076 0.1048 -0.0357 -0.0177 0.217
H 3.9716 1.4976 -1.6478 0.0279 0.0166 -0.1219 0.231
```
Positions in Å, forces in eV/Å.

Results
Max |F| (eV/A): 0.82
E_HOMO (hartree): -0.300
Relative energy (zero: lowest compared OMol25 entry of this formula, charge and spin) (eV): 0.2918
E (Ha): -1320.3822
SMILES: O=C1C[C@@H](N2CCC(c3nc4ccccc4[nH]3)CC2)C(=O)N1c1ccccc1F
E_LUMO (eV): 0.7

2.
Molecular formula: C23H49N2O15PS6
Method: DFT, the ωB97M-V functional and the def2-TZVPD basis

```
96
Properties=species:S:1:pos:R:3:forces:R:3:mulliken_charge:R:1
C -3.5162 -3.7215 4.1976 -0.3323 0.2198 -0.4275 -1.244
P -2.1498 -3.0333 3.2349 1.0256 -0.3019 0.4536 0.125
C -2.4971 -3.6849 1.5713 -0.2601 0.7807 0.4044 -0.999
C -2.6201 -1.2876 3.0099 -1.3446 -0.2371 0.0088 0.581
C -1.5639 -0.3816 2.8242 0.3200 1.2322 -0.2015 -0.620
C -1.7565 0.9610 2.6533 0.1333 -0.5138 0.0930 -1.075
C -3.0775 1.4527 2.6912 1.1774 0.2266 -0.1743 1.049
N -3.4451 2.7301 2.5597 0.5515 0.4987 -0.1737 -0.490
S -5.0223 2.7632 2.6617 -0.3920 -0.5800 0.1863 0.135
N -5.3103 1.2035 2.8716 -1.1599 -0.1086 0.1441 -0.629
C -4.1393 0.5587 2.8730 -0.6614 0.2082 0.0104 0.277
C -3.9133 -0.8260 3.0188 0.5015 -0.1046 0.1046 -0.541
H -3.3917 -4.7881 4.2145 0.1228 -0.5742 0.1479 0.403
H -3.4953 -3.3371 5.1979 0.0304 0.1380 0.6031 0.381
H -4.4844 -3.5207 3.7645 -0.4418 0.0646 -0.1555 0.317
H -3.4450 -3.2848 1.2538 -0.5376 -0.0654 -0.3456 0.364
H -1.7321 -3.2780 0.9394 0.4347 -0.0885 -0.5892 0.185
H -2.4981 -4.7569 1.5540 0.1318 -0.5284 -0.0497 0.419
H -0.5715 -0.7764 2.8311 0.5719 -0.1409 -0.0201 0.427
H -0.9489 1.6457 2.5063 0.4274 0.2142 -0.0555 0.576
H -4.7578 -1.4656 3.1569 -0.3643 -0.3520 0.0555 0.341
O 0.8004 -4.3072 0.0530 -0.2391 -0.1239 -0.0863 -0.667
S 1.6952 -3.3386 -0.5023 0.3611 0.0345 0.1305 1.276
O 1.1950 -2.3391 -1.3941 -0.0846 -0.0671 -0.0941 -0.618
O 2.9341 -4.0877 -1.1492 -0.0821 0.0114 -0.3951 -0.272
C 2.6960 -5.1306 -2.1456 -0.0269 -0.2889 0.0307 -0.432
C 2.3251 -4.6269 -3.5253 -0.0042 0.3380 0.2406 -0.621
C 2.5792 -2.5536 0.7981 0.0404 0.0357 0.0224 -0.797
H 1.9487 -5.8189 -1.7501 -0.0760 0.0905 0.0514 0.331
H 3.6436 -5.6612 -2.1768 0.0796 0.0343 0.0579 0.270
H 1.3567 -4.1343 -3.5287 -0.0910 0.0153 0.0197 0.003
H 2.2764 -5.4645 -4.2205 0.0314 -0.0509 0.0463 0.389
H 3.0648 -3.9115 -3.8830 0.0418 -0.0264 -0.0337 0.281
H 2.9729 -3.3117 1.4679 0.0029 -0.0161 0.0004 0.336
H 1.8637 -1.9193 1.3151 -0.0273 0.0102 0.0160 0.195
H 3.3755 -1.9544 0.3664 0.0133 0.0207 -0.0026 0.349
O 1.7208 6.5202 2.1169 -0.0357 -0.0449 -0.1559 -0.674
S 1.9456 5.6142 3.2005 0.1610 0.1159 0.2121 1.258
O 1.9420 4.2038 2.9529 0.0467 -0.1228 -0.1400 -0.585
O 0.9436 5.9516 4.3720 -0.1023 -0.0616 0.0895 -0.269
C -0.4730 5.9855 4.0435 -0.3181 0.0815 -0.0946 -0.627
C -1.0629 4.6088 3.8350 0.3245 -0.0198 0.1063 -0.735
C 3.4291 6.0369 4.0420 0.0419 0.0241 0.0026 -0.960
H -0.6130 6.6249 3.1716 0.0986 -0.0162 -0.0410 0.365
H -0.9278 6.4846 4.8948 0.0793 0.0007 0.0871 0.313
H -0.6383 4.1237 2.9596 -0.0290 0.0140 -0.0525 0.248
H -2.1359 4.6769 3.6911 -0.0984 0.0652 0.0097 0.346
H -0.8588 3.9783 4.7012 -0.0577 -0.0159 0.0100 0.301
H 3.4230 7.1018 4.2524 -0.0022 0.0206 0.0044 0.362
H 4.2488 5.7819 3.3741 0.0188 -0.0005 -0.0187 0.338
H 3.4905 5.4524 4.9553 -0.0053 -0.0209 0.0120 0.315
O -3.2288 0.1379 -1.7536 0.0652 -0.1499 -0.0210 -0.578
S -4.4274 0.8909 -1.9649 0.1641 -0.0691 -0.0673 1.222
O -5.3131 0.5005 -3.0190 -0.0895 -0.0263 0.0142 -0.641
O -4.0375 2.4149 -2.1277 -0.1394 0.1897 -0.1021 -0.273
C -3.0255 2.7439 -3.1129 0.3039 0.0629 -0.1060 -0.347
C -3.5217 2.6587 -4.5408 -0.1557 -0.1028 0.0910 -0.964
C -5.3083 1.0377 -0.4586 -0.0977 -0.0244 -0.0003 -0.707
H -2.1570 2.1055 -2.9466 -0.0589 -0.0704 0.0304 0.331
H -2.7419 3.7618 -2.8594 -0.0484 0.0442 0.0509 0.278
H -3.7682 1.6363 -4.8202 0.0250 -0.0198 0.0123 0.267
H -2.7439 3.0216 -5.2121 0.0292 0.0447 0.0124 0.388
H -4.4164 3.2659 -4.6730 0.0100 0.0482 -0.0190 0.267
H -4.6111 1.3489 0.3103 0.0570 0.0135 -0.0109 -0.038
H -5.7112 0.0533 -0.2330 0.0089 -0.0233 0.0099 0.422
H -6.1125 1.7562 -0.5851 -0.0201 0.0182 -0.0061 0.387
O -2.5911 -6.3373 -5.7495 -0.0013 -0.1089 0.0346 -0.663
S -1.7756 -5.5597 -6.6318 -0.0555 0.0064 0.0509 1.219
O -0.4326 -5.2568 -6.2456 0.2204 -0.1376 -0.0231 -0.565
O -2.5317 -4.2228 -6.9839 -0.0679 0.1618 -0.1225 -0.270
C -2.9640 -3.4009 -5.8653 -0.1549 0.1595 0.2332 -0.396
C -1.8193 -2.6792 -5.1928 0.1821 -0.1071 -0.1235 -0.659
C -1.7834 -6.2603 -8.2430 0.0132 -0.0365 -0.0234 -0.975
H -3.5176 -4.0269 -5.1658 0.0415 -0.0846 -0.0198 0.334
H -3.6657 -2.7008 -6.3111 0.0158 -0.0030 -0.0892 0.253
H -1.1339 -3.3729 -4.7092 -0.0504 0.0132 0.0176 0.122
H -2.2144 -2.0079 -4.4367 -0.0858 0.1317 0.0986 0.302
H -1.2498 -2.1021 -5.9225 -0.0379 0.0326 0.0271 0.272
H -2.8092 -6.4644 -8.5339 -0.0221 0.0044 0.0055 0.336
H -1.2102 -7.1817 -8.1799 0.0087 -0.0279 0.0066 0.366
H -1.3080 -5.5638 -8.9270 0.0203 0.0176 -0.0070 0.313
O 6.2731 0.9629 2.8601 -0.0432 -0.1448 0.0053 -0.664
S 6.3738 2.1509 2.0682 0.0729 0.0732 0.0834 1.188
O 7.1635 2.1260 0.8768 -0.0191 -0.0265 -0.1034 -0.615
O 6.8670 3.3344 3.0058 0.0548 0.1676 -0.0544 -0.190
C 8.0739 3.1145 3.7764 0.1811 -0.0707 0.2376 -0.403
C 9.3395 3.1713 2.9471 -0.1262 -0.0134 -0.1420 -0.989
C 4.7829 2.7971 1.7182 -0.1210 0.0080 0.0113 -0.892
H 7.9800 2.1671 4.3081 -0.0451 -0.0414 -0.0644 0.348
H 8.0579 3.9125 4.5145 -0.0476 0.0565 -0.0083 0.260
H 9.3883 2.3523 2.2331 -0.0077 -0.0336 0.0098 0.308
H 10.2040 3.1057 3.6074 -0.0005 0.0281 0.0435 0.382
H 9.3899 4.1051 2.3885 0.0277 0.0374 0.0237 0.263
H 4.2001 2.8373 2.6335 -0.0237 0.0025 0.0037 0.233
H 4.3177 2.1234 1.0033 0.0021 -0.0338 -0.0216 0.464
H 4.8945 3.7845 1.2796 0.0201 0.0096 -0.0326 0.301
```
Positions in Å, forces in eV/Å.

Results
Max |F| (eV/A): 1.37
E_HOMO (hartree): -0.309
E (Ha): -4874.3019
E_LUMO (eV): -0.8